No. 1
CH9P5 | ωB97M-V/def2-TZVPD

Cartesian coordinates (Å):
C: 0.729 -0.067 -1.418
P: -3.693 0.668 0.502
P: -1.021 -0.099 -0.941
P: 2.528 1.790 0.372
P: 0.641 -0.448 1.476
P: 2.038 -0.190 -0.176
H: 1.238 0.586 -2.168
H: -3.669 1.956 -0.108
H: -5.109 0.579 0.194
H: -1.369 0.419 -2.302
H: -1.216 -1.431 -1.208
H: 3.613 1.785 -0.622
H: 1.459 2.384 -0.514
H: 0.573 -1.840 1.329
H: 1.444 -0.671 2.609

The energy relative to the best compared isomer or geometry (same formula, charge and spin) comes out at 0.0 kcal per mole. As for the spin multiplicity: 3. The electronic energy comes out at -1750.04348 hartree. The HOMO energy (alpha / beta) comes out at -7.34 / -8.68 eV. As for the orbital gap (alpha / beta): 8.118 / 7.142 eV.

***

No. 2
CHBaF3MgNO3S2 | ωB97M-V/def2-TZVPD

Cartesian coordinates (Å):
Ba: 3.280 -0.572 1.408
N: 0.603 -0.288 -1.420
S: 1.921 0.870 -1.474
O: 3.071 0.199 -0.554
S: -0.153 -0.270 -0.093
O: 0.686 -0.588 1.204
O: -1.238 -1.298 0.027
C: -0.951 1.410 0.390
F: -0.146 2.076 1.184
F: -1.173 2.087 -0.709
F: -2.083 1.152 1.004
Mg: -0.601 -2.198 1.728
H: -3.217 -2.579 -2.696

The energy relative to the best compared isomer or geometry (same formula, charge and spin) comes out at 47.3 kcal per mole. The electronic energy comes out at -1640.40207 hartree. The HOMO energy (alpha / beta) comes out at -11.15 / -10.49 eV. Its total charge is +1. As for the orbital gap (alpha / beta): 6.599 / 6.285 eV.

***

No. 3
CHBiO3 | ωB97M-V/def2-TZVPD

Cartesian coordinates (Å):
O: 0.101 -0.475 1.442
C: 0.135 -0.529 0.174
O: 0.425 0.756 -0.165
O: -0.773 -0.964 -0.602
H: 0.392 0.868 1.210
Bi: -0.280 0.345 -2.059

The energy relative to the best compared isomer or geometry (same formula, charge and spin) comes out at 53.3 kcal per mole. The electronic energy comes out at -478.09505 hartree. The HOMO energy comes out at -22.82 eV. Its total charge is +2. As for the orbital gap: 8.562 eV.

***

No. 4
CHBrF2OS | ωB97M-V/def2-TZVPD

Cartesian coordinates (Å):
C: 1.122 0.190 0.203
O: -1.884 0.443 -1.550
F: 1.289 0.468 1.465
F: 1.499 -1.064 -0.189
S: -1.593 0.500 -0.111
Br: -1.816 -1.539 0.747
H: 1.382 1.002 -0.564

The energy relative to the best compared isomer or geometry (same formula, charge and spin) comes out at 11.4 kcal per mole. As for the spin multiplicity: 3. The electronic energy comes out at -3285.75179 hartree. The HOMO energy (alpha / beta) comes out at -8.04 / -11.18 eV. As for the orbital gap (alpha / beta): 7.523 / 9.144 eV.

***

No. 5
CHBrINO2 | ωB97M-V/def2-TZVPD

Cartesian coordinates (Å):
C: -0.429 0.294 0.287
N: 0.654 -0.305 -0.689
O: 1.830 -0.216 -0.417
O: 0.076 -0.942 -1.532
Br: 0.387 1.738 1.382
I: -1.256 -1.283 1.355
H: -1.262 0.713 -0.387

The energy relative to the best compared isomer or geometry (same formula, charge and spin) comes out at 41.4 kcal per mole. As for the spin multiplicity: 3. The electronic energy comes out at -3115.37944 hartree. The HOMO energy (alpha / beta) comes out at -6.52 / -10.73 eV. As for the orbital gap (alpha / beta): 6.514 / 6.271 eV.

***

No. 6
CHCl2F2P | ωB97M-V/def2-TZVPD

Cartesian coordinates (Å):
C: -0.021 -0.813 -0.082
F: -2.190 0.017 -1.144
F: -2.109 -0.263 1.303
P: -1.827 -1.146 -0.093
Cl: 0.747 -1.657 -1.553
Cl: 0.573 -1.558 1.473
H: 0.321 0.300 0.128

The energy relative to the best compared isomer or geometry (same formula, charge and spin) comes out at 10.8 kcal per mole. Its SMILES is FP(F)C(Cl)Cl. The electronic energy comes out at -1500.21929 hartree. The HOMO energy comes out at -10.94 eV. As for the orbital gap: 11.337 eV.

***

Q: Which value of electronic energy does entry 2 give?
A: -1640.40207 hartree

***

Q: Which value of electronic energy does entry 2 give?
A: -1640.40207 hartree

***

Q: Which of these has the lowest energy relative to the best compared isomer or geometry (same formula, charge and spin)?
A: CH9P5

***

Q: Which of these has the highest electronic energy?
A: CHBiO3